Record 1
{"formula": "C28H31BF8NO27S", "method": "ωB97M-V/def2-TZVPD", "charge": -1, "molar_mass_g_mol": 1008.40, "max_force_ev_per_a": 1.54, "homo_ev": -4.8, "species": ["C", "B", "O", "C", "S", "C", "N", "C", "O", "O", "H", "H", "H", "H", "H", "H", "H", "C", "C", "O", "C", "O", "O", "F", "H", "H", "H", "C", "C", "O", "C", "O", "O", "F", "H", "H", "H", "C", "C", "O", "C", "O", "O", "F", "H", "H", "H", "C", "C", "O", "C", "O", "O", "F", "H", "H", "H", "C", "C", "O", "C", "O", "O", "F", "H", "H", "H", "C", "C", "O", "C", "O", "O", "F", "H", "H", "H", "C", "C", "O", "C", "O", "O", "F", "H", "H", "H", "C", "C", "O", "C", "O", "O", "F", "H", "H", "H"], "positions_angstrom": [[-2.013450, 0.788908, -0.794407], [-1.755123, 0.872355, -2.408911], [-1.094088, -0.445730, -2.827859], [-0.088122, -0.083223, -3.723587], [-0.806980, 0.141061, -5.392892], [0.351518, 1.235211, -3.060013], [1.496211, 1.996778, -3.676325], [2.503287, 1.299783, -3.636429], [3.419536, 0.587342, -3.768109], [-0.797770, 1.958971, -2.909298], [-2.307593, 1.767082, -0.410382], [-1.134275, 0.436029, -0.244058], [-2.806265, 0.059066, -0.636936], [-2.810397, 1.128997, -2.947156], [0.706716, -0.834578, -3.705533], [-1.445592, -1.031875, -5.468005], [0.640716, 0.918279, -2.042459], [3.088592, 4.338922, -1.957319], [2.367069, 5.273190, -1.012830], [2.767955, 4.780130, 0.260525], [3.985351, 4.205700, 0.107308], [4.713218, 3.927557, 1.008853], [4.264323, 4.008096, -1.191844], [1.027837, 5.192781, -1.120010], [2.530615, 3.433029, -2.175502], [3.362415, 4.805735, -2.899597], [2.663687, 6.321183, -1.094828], [-2.266857, -2.683049, 3.294055], [-2.129504, -1.196524, 3.061153], [-1.996569, -1.105481, 1.658215], [-2.661908, -2.177786, 1.130068], [-3.001897, -2.306829, 0.004992], [-2.912688, -3.102716, 2.097135], [-1.011282, -0.700626, 3.649672], [-1.288741, -3.160030, 3.375788], [-2.868045, -2.933451, 4.164196], [-2.987954, -0.601051, 3.378887], [5.789828, 2.270364, 3.446755], [7.199262, 2.781863, 3.616185], [7.785377, 1.802885, 4.454037], [7.131536, 0.623391, 4.220591], [7.528410, -0.438366, 4.564302], [5.986434, 0.850284, 3.544614], [7.241163, 3.984430, 4.253303], [5.144464, 2.604538, 4.260579], [5.345669, 2.546009, 2.497679], [7.771685, 2.855203, 2.690013], [-7.187691, -0.205714, -1.548534], [-5.970709, -1.033765, -1.890845], [-5.042374, -0.053146, -2.291997], [-5.339186, 1.106031, -1.636643], [-4.630400, 2.038286, -1.518417], [-6.601188, 1.016494, -1.098211], [-6.209668, -1.881173, -2.925887], [-7.801198, -0.012220, -2.430735], [-7.802599, -0.644265, -0.770889], [-5.551503, -1.603421, -1.058796], [-9.147965, 1.305506, 2.908356], [-7.715077, 1.111690, 2.451681], [-7.751083, -0.201297, 1.920548], [-9.016534, -0.431316, 1.482878], [-9.328096, -1.313753, 0.754668], [-9.871941, 0.494171, 1.975996], [-6.843473, 1.150746, 3.487642], [-9.294739, 0.919456, 3.918095], [-9.482004, 2.337769, 2.859974], [-7.379210, 1.801086, 1.675404], [11.225990, 4.248794, 3.309529], [11.272725, 5.759136, 3.253364], [11.345959, 6.006975, 1.864168], [10.735060, 4.964844, 1.224787], [10.397581, 4.972594, 0.092804], [10.565176, 3.926391, 2.082904], [12.378658, 6.260434, 3.857319], [12.228500, 3.818714, 3.308017], [10.667797, 3.864952, 4.159352], [10.391259, 6.256154, 3.661747], [-2.192880, -3.199692, -3.023883], [-0.731292, -3.467977, -3.275034], [-0.722444, -4.844224, -3.656943], [-1.940541, -5.100942, -4.220642], [-2.182804, -6.074809, -4.862310], [-2.811459, -4.119659, -3.953424], [0.018280, -3.332547, -2.154383], [-2.479821, -3.463212, -2.007428], [-2.475526, -2.171168, -3.223875], [-0.294482, -2.870091, -4.075435], [-1.823002, -8.028072, -1.076905], [-1.562810, -6.563430, -0.812151], [-1.198361, -6.563665, 0.558170], [-0.642828, -7.776575, 0.831760], [-0.011652, -8.029162, 1.801779], [-0.913217, -8.655272, -0.165762], [-2.681494, -5.816695, -0.973036], [-2.846691, -8.301466, -0.817055], [-1.617260, -8.322168, -2.102240], [-0.756180, -6.135125, -1.408455]], "forces_ev_per_a": [[0.73, 0.24, -0.65], [-1.13, 0.49, 0.60], [0.35, 0.17, -0.57], [-0.60, -0.43, 0.85], [0.49, 0.44, -0.59], [-0.72, 0.42, 0.71], [0.40, -0.85, 0.54], [-0.49, -0.10, -1.46], [0.23, 0.47, 0.52], [0.64, -0.31, -0.13], [-0.12, -0.05, 0.11], [0.01, 0.05, 0.07], [-0.11, 0.07, 0.14], [0.08, -0.36, -0.36], [0.04, -0.01, -0.26], [0.09, -0.11, 0.24], [0.62, -0.15, -0.18], [0.19, 0.07, -0.22], [-0.26, -0.27, -0.03], [0.24, 0.26, -0.02], [-0.01, -0.11, 0.01], [-0.03, 0.00, -0.03], [-0.06, 0.10, 0.03], [0.01, -0.02, 0.07], [-0.28, 0.08, 0.16], [0.22, 0.04, 0.09], [-0.05, 0.02, 0.00], [-0.05, -0.11, 0.16], [0.37, 0.10, -0.04], [-0.53, -0.49, 0.10], [0.11, -0.04, 0.05], [0.02, 0.03, -0.05], [0.00, 0.07, 0.00], [-0.02, 0.04, -0.03], [0.06, 0.10, -0.01], [-0.13, -0.03, -0.11], [0.07, 0.06, 0.07], [-0.18, -0.02, -0.17], [-0.08, 0.06, 0.18], [0.13, -0.08, -0.28], [-0.12, -0.06, 0.09], [0.00, 0.02, 0.06], [0.11, 0.10, 0.06], [0.08, -0.02, 0.03], [0.11, 0.05, 0.08], [0.03, -0.22, -0.05], [0.01, 0.13, 0.01], [-0.24, -0.01, 0.15], [0.02, 0.12, -0.17], [0.00, 0.06, 0.25], [0.13, -0.09, -0.05], [-0.46, 0.23, 0.02], [0.04, -0.07, 0.02], [0.04, 0.05, -0.03], [0.11, -0.11, -0.11], [0.07, 0.03, 0.04], [-0.02, -0.11, -0.06], [-0.09, 0.17, 0.01], [0.01, -0.04, 0.12], [-0.06, 0.16, -0.20], [-0.18, -0.21, -0.03], [-0.02, -0.04, 0.11], [0.21, 0.09, 0.12], [-0.01, -0.08, 0.01], [0.12, -0.03, 0.01], [-0.09, -0.04, -0.16], [0.10, 0.01, 0.05], [-0.12, -0.21, 0.20], [0.19, -0.04, -0.10], [-0.28, 0.02, 0.06], [0.05, -0.07, -0.09], [0.07, -0.01, -0.01], [0.02, 0.14, 0.05], [0.02, 0.01, -0.05], [0.06, 0.13, 0.00], [-0.14, -0.05, -0.12], [0.06, 0.05, 0.09], [-0.22, 0.20, -0.01], [0.00, 0.15, 0.36], [-0.19, 0.17, -0.29], [-0.16, -0.12, 0.04], [0.06, -0.11, 0.10], [0.17, -0.03, 0.03], [0.05, -0.16, -0.04], [0.10, -0.05, 0.02], [-0.04, -0.06, -0.17], [0.11, 0.02, 0.08], [0.00, -0.13, -0.18], [-0.23, 0.05, 0.02], [0.31, -0.10, -0.12], [-0.09, -0.03, 0.06], [-0.05, -0.01, 0.04], [-0.02, 0.09, 0.00], [0.03, 0.02, 0.04], [-0.03, 0.12, 0.03], [0.17, -0.07, 0.06], [-0.07, 0.13, -0.01]], "mulliken_charge": [-0.500, 1.208, -0.396, 0.461, -0.264, -0.740, -0.588, 0.856, -0.505, -0.780, 0.281, 0.239, -0.400, -0.381, 0.383, 0.068, 0.250, 0.267, 0.250, -0.315, 0.652, -0.626, -0.313, -0.231, -0.332, 0.330, 0.203, -0.479, 0.287, -0.189, 0.491, -0.368, -0.358, -0.290, 0.292, 0.276, 0.273, -0.043, 0.349, -0.336, 0.636, -0.518, -0.313, -0.310, 0.249, 0.033, 0.320, 0.030, 0.414, -0.251, 0.520, -0.413, -0.370, -0.335, 0.266, -0.161, 0.192, -0.480, 0.367, -0.212, 0.628, -0.542, -0.340, -0.303, 0.284, 0.285, 0.304, -0.368, 0.328, -0.315, 0.657, -0.492, -0.320, -0.285, 0.266, 0.255, 0.279, 0.513, 0.688, -0.391, 0.540, -0.595, -0.373, -0.298, -0.257, 0.011, 0.247, -0.457, 0.451, -0.243, 0.553, -0.529, -0.329, -0.289, 0.273, 0.287, 0.230]}

Record 2
{"formula": "C28H31Br4N3O5STeV", "method": "ωB97M-V/def2-TZVPD", "spin_multiplicity": 3, "charge": -1, "molar_mass_g_mol": 1019.80, "max_force_ev_per_a": 0.12, "homo_ev": [-3.7, -3.7], "e_above_lowest_ev": 0.000, "s_squared": 2.0143, "species": ["V", "C", "N", "C", "C", "C", "N", "C", "C", "H", "H", "H", "H", "H", "H", "H", "H", "H", "H", "H", "H", "H", "H", "H", "H", "Br", "C", "C", "Br", "C", "Br", "C", "O", "C", "O", "C", "Br", "O", "S", "O", "N", "C", "O", "C", "C", "C", "C", "C", "C", "H", "H", "H", "H", "C", "C", "C", "C", "C", "C", "Te", "C", "C", "C", "H", "H", "H", "H", "H", "H", "H", "H", "H", "H", "H"], "positions_angstrom": [[-2.322941, -1.028571, 0.146489], [-0.546614, -3.406541, 1.058336], [-0.414847, -1.946042, 0.890653], [0.765874, -1.679640, 0.042597], [-0.217423, -1.313342, 2.209555], [-0.441391, 0.179287, 2.103367], [-1.823500, 0.443521, 1.643335], [-1.925029, 1.819564, 1.109616], [-2.781359, 0.308115, 2.759461], [0.362014, -3.807974, 1.523418], [-0.674732, -3.867759, 0.081116], [-1.412748, -3.630752, 1.675225], [1.665856, -2.067456, 0.534920], [0.900935, -0.610776, -0.127028], [0.649310, -2.197971, -0.907104], [0.793484, -1.520043, 2.581616], [-0.927178, -1.768200, 2.902690], [0.243556, 0.627880, 1.376864], [-0.266725, 0.670209, 3.067889], [-1.773497, 2.538013, 1.922185], [-2.914867, 1.953707, 0.676292], [-1.160074, 1.979888, 0.353812], [-2.534111, 1.033015, 3.542311], [-2.759812, -0.698364, 3.169654], [-3.786355, 0.507979, 2.392216], [-8.085469, -3.861803, 2.614940], [-6.863349, -2.703050, 1.761079], [-7.310595, -1.579369, 1.072706], [-9.154636, -1.183036, 0.981998], [-6.392831, -0.731535, 0.443814], [-6.910168, 0.814071, -0.501778], [-5.033736, -1.007715, 0.495949], [-4.088654, -0.269535, -0.062890], [-4.581025, -2.138123, 1.210802], [-3.266020, -2.311254, 1.226271], [-5.493940, -2.977534, 1.827610], [-4.789496, -4.459467, 2.759033], [-0.717319, -4.042727, -2.299710], [-1.582802, -3.043133, -2.865516], [-2.791319, -3.474320, -3.499111], [-1.879477, -1.863899, -1.761318], [-1.312761, -0.696367, -2.103702], [-1.410246, 0.254601, -1.301605], [-0.575990, -0.717587, -3.383576], [0.152754, 0.293971, -3.981948], [0.790063, -0.006033, -5.179470], [0.697320, -1.274468, -5.745722], [-0.024763, -2.292030, -5.129375], [-0.649598, -1.981083, -3.941235], [0.249829, 1.263241, -3.509627], [1.381062, 0.755408, -5.670702], [1.208451, -1.478115, -6.677969], [-0.084560, -3.283512, -5.557039], [7.530688, 3.570607, 1.609834], [6.164695, 3.227998, 1.075601], [5.304958, 2.393076, 1.771670], [4.028876, 2.089093, 1.301596], [3.162885, 1.178000, 2.126675], [3.575370, 2.629399, 0.086601], [1.640875, 2.169387, -0.660781], [4.444892, 3.475117, -0.627099], [4.037693, 4.085061, -1.938821], [5.711248, 3.757060, -0.125320], [7.831775, 2.873809, 2.393354], [7.550512, 4.576654, 2.037555], [8.285546, 3.538166, 0.821634], [5.633556, 1.960189, 2.712795], [3.690497, 0.848344, 3.024429], [2.860497, 0.302203, 1.545525], [2.240830, 1.686461, 2.418507], [3.790006, 3.308642, -2.665670], [4.837203, 4.711272, -2.339750], [3.133219, 4.685421, -1.823470], [6.365628, 4.410691, -0.696261]], "forces_ev_per_a": [[0.04, 0.04, 0.08], [0.01, 0.01, -0.01], [-0.01, -0.02, -0.01], [-0.01, -0.01, 0.02], [-0.02, 0.02, 0.02], [-0.01, -0.03, 0.04], [-0.02, -0.04, 0.01], [-0.01, 0.00, -0.01], [-0.01, 0.00, -0.01], [0.00, 0.00, 0.00], [0.01, 0.00, 0.01], [-0.01, 0.00, 0.01], [0.00, -0.01, 0.00], [0.03, -0.02, -0.08], [0.00, 0.00, -0.01], [0.00, 0.00, 0.00], [-0.01, -0.01, 0.00], [0.01, 0.02, 0.04], [0.00, 0.00, 0.00], [0.01, 0.00, -0.01], [-0.01, 0.00, 0.00], [-0.03, 0.01, 0.04], [0.00, 0.00, 0.00], [0.01, -0.01, 0.00], [0.00, 0.00, 0.00], [0.00, 0.00, 0.00], [0.00, 0.00, 0.01], [0.00, 0.00, 0.00], [0.00, 0.00, 0.00], [0.00, 0.00, 0.01], [0.00, 0.00, 0.00], [0.01, 0.01, 0.01], [0.01, -0.02, -0.05], [-0.02, -0.04, -0.09], [-0.01, -0.02, 0.00], [0.01, 0.03, 0.07], [0.00, 0.00, -0.01], [0.00, 0.01, -0.03], [-0.01, -0.01, 0.03], [0.01, 0.01, 0.00], [0.01, 0.01, -0.02], [-0.03, 0.02, 0.04], [0.00, -0.01, -0.02], [0.00, 0.00, -0.01], [0.03, -0.01, 0.01], [0.00, 0.01, 0.00], [0.00, -0.01, -0.01], [0.00, 0.01, 0.00], [0.00, 0.01, 0.00], [0.00, 0.00, 0.03], [0.00, 0.00, -0.01], [0.00, 0.00, 0.00], [0.00, 0.00, 0.00], [0.00, 0.00, 0.00], [0.00, 0.00, 0.00], [0.00, 0.00, 0.00], [0.00, 0.01, -0.01], [-0.01, -0.02, -0.01], [0.02, -0.03, 0.01], [0.04, 0.05, -0.10], [0.00, 0.00, -0.01], [0.00, 0.00, 0.00], [0.00, 0.00, 0.00], [0.00, 0.00, 0.00], [0.00, 0.00, 0.00], [0.00, 0.00, 0.00], [0.00, 0.00, 0.00], [-0.01, 0.00, 0.00], [0.00, 0.00, 0.00], [-0.01, 0.00, 0.01], [0.00, 0.00, 0.00], [0.00, 0.00, 0.00], [0.00, 0.00, 0.00], [0.00, 0.00, 0.00]], "mulliken_spin": [2.058, 0.017, -0.036, 0.032, -0.020, 0.004, -0.065, 0.013, 0.025, 0.001, -0.005, 0.003, 0.002, -0.009, 0.000, 0.000, -0.004, 0.014, 0.001, 0.001, 0.001, -0.003, 0.001, -0.002, 0.000, 0.000, 0.001, 0.005, 0.000, -0.001, 0.000, 0.009, -0.033, 0.016, -0.009, -0.007, 0.001, 0.001, -0.002, 0.000, 0.012, 0.001, -0.021, -0.005, 0.002, -0.001, 0.003, -0.002, 0.001, 0.001, 0.000, 0.000, 0.000, 0.000, 0.000, 0.000, 0.000, 0.000, 0.000, -0.001, 0.000, 0.000, 0.000, 0.000, 0.000, 0.000, 0.000, 0.000, 0.000, 0.000, 0.000, 0.000, 0.000, 0.000]}